Entry from the OMol25 dataset: a single C21H31N3OS molecule (the ωB97M-V functional and the def2-TZVPD basis).

HOMO level, eV: -8.08
Net charge: 0
HOMO-LUMO gap, eV: 8.686
Lowest unoccupied orbital energy, hartree: 0.0224
SMILES string: CC(C)CCN1CCN(Cc2nc(-c3ccccc3)cs2)C[C@@H]1CCO

Each atom is followed by the atoms it is bonded to, with distances in Å.
Positions of all 57 atoms, in Å:
1 S -2.6398 2.3569 -1.3822  C7 1.719, C22 1.751
2 O 2.0563 -2.9275 1.5483  C6 1.401, H48 0.974
3 N 1.4816 -1.4930 -0.7824  C9 1.464, C10 1.459, C21 1.458
4 N -0.9733 0.1048 -0.9013  C8 1.448, C11 1.452, C26 1.445
5 N -2.7727 2.4162 1.1767  C15 1.368, C22 1.278
6 C 0.8501 -3.5667 1.2308  O2 1.401, C24 1.532, H34 1.094, H36 1.102
7 C -3.3653 3.7118 -0.6125  S1 1.719, C15 1.369, H43 1.070
8 C -0.9210 -1.2539 -1.3988  N4 1.448, C9 1.546, H56 1.092, H57 1.097
9 C 0.1704 -2.1443 -0.7622  N3 1.464, C8 1.546, C24 1.536, H40 1.097
10 C 1.4136 -0.1340 -0.2552  N3 1.459, C11 1.536, H49 1.093, H50 1.091
11 C 0.3406 0.7225 -0.9439  N4 1.452, C10 1.536, H35 1.091, H45 1.095
12 C -3.8733 4.5179 1.7349  C15 1.457, C16 1.394, C17 1.395
13 C 3.6932 -1.8399 -1.7997  C21 1.533, C23 1.534, H46 1.092, H53 1.092
14 C 5.3490 -3.3930 -0.7265  C23 1.527, H42 1.087, H54 1.088, H55 1.087
15 C -3.3527 3.5789 0.7497  N5 1.368, C7 1.369, C12 1.457
16 C -4.4911 5.7117 1.3643  C12 1.394, C20 1.382, H47 1.079
17 C -3.7541 4.2142 3.0913  C12 1.395, C19 1.381, H27 1.079
18 C 4.0034 -4.1863 -2.6801  C23 1.527, H28 1.088, H33 1.088, H51 1.088
19 C -4.2394 5.0818 4.0500  C17 1.381, C25 1.385, H39 1.080
20 C -4.9749 6.5758 2.3279  C16 1.382, C25 1.385, H37 1.080
21 C 2.2031 -1.5761 -2.0472  N3 1.458, C13 1.533, H41 1.092, H52 1.098
22 C -2.3649 1.6852 0.2114  S1 1.751, N5 1.278, C26 1.491
23 C 4.0010 -3.2986 -1.4373  C13 1.534, C14 1.527, C18 1.527, H29 1.093
24 C -0.1952 -2.6049 0.6573  C6 1.532, C9 1.536, H32 1.089, H38 1.092
25 C -4.8516 6.2657 3.6725  C19 1.385, C20 1.385, H30 1.080
26 C -1.7096 0.3505 0.3179  N4 1.445, C22 1.491, H31 1.095, H44 1.101
27 H -3.2762 3.2889 3.3723  C17 1.079
28 H 4.7927 -3.8788 -3.3636  C18 1.088
29 H 3.2284 -3.6589 -0.7528  C23 1.093
30 H -5.2317 6.9445 4.4217  C25 1.080
31 H -2.4891 -0.4106 0.4270  C26 1.095
32 H -0.2859 -1.7587 1.3363  C24 1.089
33 H 4.1760 -5.2241 -2.4044  C18 1.088
34 H 0.4820 -4.0046 2.1630  C6 1.094
35 H 0.2869 1.7062 -0.4743  C11 1.091
36 H 1.0235 -4.3853 0.5130  C6 1.102
37 H -5.4521 7.4979 2.0288  C20 1.080
38 H -1.1601 -3.1135 0.6166  C24 1.092
39 H -4.1409 4.8349 5.0972  C19 1.080
40 H 0.2524 -3.0514 -1.3743  C9 1.097
41 H 1.7891 -2.3897 -2.6458  C21 1.092
42 H 5.3298 -2.8336 0.2057  C14 1.087
43 H -3.7476 4.5160 -1.2063  C7 1.070
44 H -1.1021 0.3388 1.2356  C26 1.101
45 H 0.5972 0.8658 -1.9990  C11 1.095
46 H 4.0283 -1.1909 -0.9883  C13 1.092
47 H -4.5954 5.9660 0.3206  C16 1.079
48 H 2.3007 -2.4016 0.7660  O2 0.974
49 H 1.2041 -0.1935 0.8162  C10 1.093
50 H 2.3925 0.3335 -0.3751  C10 1.091
51 H 3.0544 -4.1311 -3.2086  C18 1.088
52 H 2.0945 -0.6545 -2.6347  C21 1.098
53 H 4.2566 -1.5679 -2.6948  C13 1.092
54 H 6.1406 -2.9920 -1.3568  C14 1.088
55 H 5.5860 -4.4288 -0.4958  C14 1.087
56 H -1.9019 -1.7168 -1.2756  C8 1.092
57 H -0.7161 -1.1815 -2.4741  C8 1.097

Atomic partial charges in e from the Löwdin method, atoms 1 to 2: number 1, S, carries 1.06; number 2, O, carries -0.08

Entry from the OMol25 dataset: a gas-phase ion, C5H11N5O3P (charge +1) (the ωB97M-V functional and the def2-TZVPD basis).

HOMO level (spin up / spin down), eV: -12.71 / -12.72
Net charge: +1
HOMO-LUMO gap (spin up / spin down), eV: 6.398 / 6.400
Lowest unoccupied orbital energy (spin up / spin down), hartree: -0.2321 / -0.2321
SMILES string: CO[P@]([O-])(=N/N=C\[NH+]=C=[N+]=O)N(C)C

Each atom is followed by the atoms it is bonded to, with distances in Å.
Positions of all 25 atoms, in Å:
1 P 0.2908 -0.8648 0.2718  O2 1.458, O4 1.587, N5 1.714, N9 1.711
2 O 0.0201 -2.2089 -0.2228  P1 1.458
3 O 2.1407 2.4803 -2.1269  N7 1.187
4 O 1.7949 -0.3890 0.4414  P1 1.587, C13 1.452
5 N -0.5669 -0.4745 1.7032  P1 1.714, C11 1.434, C12 1.415
6 N -1.1985 0.1514 -1.4706  N9 1.216, C10 1.278
7 N 1.0594 2.1273 -2.4659  O3 1.187, C14 1.181
8 N -1.0596 1.3315 -3.4460  C10 1.381, C14 1.341, H20 0.974
9 N -0.3560 0.4307 -0.6399  P1 1.711, N6 1.216
10 C -1.7936 0.7184 -2.4491  N6 1.278, N8 1.381, H19 1.025
11 C -0.3229 0.7818 2.3505  N5 1.434, H21 1.020, H23 1.081, H25 1.118
12 C -1.7069 -1.2933 1.8806  N5 1.415, H15 1.239, H16 1.030, H22 1.028
13 C 2.8877 -1.2676 0.8166  O4 1.452, H17 1.079, H18 1.206, H24 1.149
14 C 0.1689 1.7890 -3.1636  N7 1.181, N8 1.341
15 H -2.6612 -0.6686 1.3964  C12 1.239
16 H -1.7690 -1.3218 2.9079  C12 1.030
17 H 3.6190 -0.6549 0.3135  C13 1.079
18 H 3.0848 -1.1614 2.0020  C13 1.206
19 H -2.7658 0.5958 -2.7508  C10 1.025
20 H -1.2400 1.2747 -4.4012  N8 0.974
21 H -1.1030 0.9627 2.9823  C11 1.020
22 H -1.7013 -2.1320 1.2857  C12 1.028
23 H -0.1377 1.5346 1.5965  C11 1.081
24 H 2.6771 -2.2825 0.3202  C13 1.149
25 H 0.6387 0.5412 2.8682  C11 1.118

Atomic partial charges in e from the Löwdin method, atoms 1 to 2: number 1, P, carries 0.50; number 2, O, carries -0.22

Electronic energy for every record listed, in sequence, given in eV: -39633.288 -28232.027.
Energy relative to the best compared isomer or geometry (same formula, charge and spin) for every record listed, in sequence, given in kJ/mol: 192.3 608.8.